Entry 1:
16
Properties=species:S:1:pos:R:3:lowdin_charge:R:1 method="wB97M-V/def2-TZVPD" homo_energy_ev=-7.6 homo_lumo_gap_ha=0.31046 charge=0
C 1.878 0.791 -0.898 -0.100
O 0.569 0.269 -0.845 -0.243
C 0.445 -0.837 0.051 -0.232
C -1.041 -1.124 0.220 -0.282
C -1.870 -0.220 1.103 -0.032
O -1.405 1.452 0.508 -0.039
H 2.596 0.028 -1.231 0.092
H 1.873 1.614 -1.616 0.092
H 2.195 1.168 0.085 0.095
H 0.901 -0.579 1.020 0.127
H 0.990 -1.697 -0.371 0.123
H -1.476 -1.233 -0.786 0.106
H -1.165 -2.106 0.703 0.118
H -2.332 1.306 0.243 0.076
H -1.352 -0.108 2.067 0.026
H -0.806 1.275 -0.254 0.073

Entry 2:
65
Properties=species:S:1:pos:R:3:lowdin_spin:R:1 method="wB97M-V/def2-TZVPD" homo_energy_ev="-1.6 / -2.2" homo_lumo_gap_ha="0.18346 / 0.20567" charge=-2 multiplicity=2
Ba -1.310 -1.091 0.269 0.000
I -5.793 -4.154 0.410 0.021
C -5.861 -2.074 0.684 0.024
C -7.123 -1.428 0.776 0.064
C -7.140 -0.091 0.957 0.604
I -9.833 1.492 1.044 0.202
C -5.973 0.682 1.041 0.078
C -5.964 2.082 1.223 0.011
C -4.767 2.740 1.278 -0.007
C -3.570 2.008 1.133 0.006
N -3.539 0.706 0.963 0.002
C -4.724 0.023 0.931 0.020
C -4.646 -1.412 0.771 -0.020
O -3.481 -1.988 0.697 -0.015
H -8.037 -2.005 0.701 0.010
H -6.921 2.583 1.314 -0.002
H -4.718 3.811 1.426 0.000
H -2.605 2.503 1.162 0.001
C 3.022 -6.845 2.002 0.000
C 1.934 -6.053 1.313 0.000
O 1.803 -4.805 1.999 0.000
P 0.919 -3.633 1.309 0.000
S 0.951 -2.101 2.557 0.000
S -0.802 -4.311 0.654 0.000
O 1.782 -3.286 -0.023 0.000
C 3.111 -2.761 0.101 0.000
C 3.825 -3.027 -1.203 0.000
H 3.138 -7.820 1.525 0.000
H 2.771 -6.999 3.052 0.000
H 3.975 -6.316 1.951 0.000
H 0.976 -6.575 1.343 0.000
H 2.183 -5.873 0.263 0.000
H 3.612 -3.246 0.944 0.000
H 3.047 -1.690 0.310 0.000
H 3.899 -4.099 -1.394 0.000
H 4.831 -2.604 -1.165 0.000
H 3.294 -2.547 -2.020 0.000
C 1.944 6.351 -3.322 0.000
C 1.904 4.899 -2.929 0.000
C 2.964 4.048 -3.213 0.000
C 2.926 2.710 -2.839 0.000
C 1.809 2.220 -2.188 0.000
C 0.737 3.055 -1.886 0.000
C 0.794 4.385 -2.258 0.000
S 1.747 0.525 -1.668 0.000
O 3.009 -0.064 -2.029 0.000
O 0.511 -0.037 -2.177 0.000
N 1.546 0.533 -0.075 0.000
C 2.473 1.246 0.811 0.000
C 1.671 1.667 2.052 0.000
C 0.325 2.359 1.738 0.000
O 0.038 3.406 2.301 0.000
O -0.435 1.718 0.904 0.000
H 2.879 6.598 -3.824 0.000
H 1.848 6.992 -2.444 0.000
H 1.121 6.595 -3.995 0.000
H 3.836 4.435 -3.728 0.000
H 3.749 2.040 -3.048 0.000
H -0.118 2.678 -1.338 0.000
H -0.035 5.038 -2.011 0.000
H 0.589 0.977 0.161 0.000
H 2.889 2.130 0.313 0.000
H 3.299 0.592 1.094 0.000
H 2.265 2.342 2.665 0.000
H 1.451 0.769 2.634 0.000

Entry 3:
7
Properties=species:S:1:pos:R:3:lowdin_charge:R:1 method="wB97M-V/def2-TZVPD" homo_energy_ev=-9.7 homo_lumo_gap_ha=0.33439 charge=0
C -0.211 -0.115 -0.063 -0.296
O -1.747 -2.336 0.449 -0.635
S -1.758 -0.992 -0.668 0.523
Br -3.171 0.480 0.091 0.344
H 0.659 -0.579 -0.186 0.000
H -0.414 -0.007 1.032 0.067
H -0.254 0.774 -0.571 -0.004

Entry 4:
27
Properties=species:S:1:pos:R:3:lowdin_charge:R:1 method="wB97M-V/def2-TZVPD" homo_energy_ev=-2.0 homo_lumo_gap_ha=0.19698 charge=-1
C 3.151 0.594 -0.082 -0.437
C -0.675 1.292 0.425 -0.138
C 0.635 1.587 -0.246 -0.144
C -1.655 0.455 -0.157 -0.151
C 1.697 0.379 -0.225 -0.342
C 1.865 -0.389 1.094 -0.247
C 1.361 -0.478 -1.411 -0.037
C 1.323 -1.779 1.043 -0.022
C -4.049 -0.119 -0.398 -0.125
N -2.909 0.407 0.311 -0.388
O -3.304 1.011 1.489 -0.295
O 4.090 1.017 -0.735 0.091
O 3.307 -0.105 1.083 0.076
H 1.502 0.203 1.931 0.150
H -0.836 1.648 1.414 0.052
H 0.557 1.872 -1.261 0.084
H 1.147 2.374 0.381 0.124
H -1.490 -0.278 -0.979 0.104
H 0.350 -0.608 -1.512 0.027
H 1.718 -1.601 -1.428 0.117
H 1.833 -0.198 -2.336 0.086
H 0.331 -1.839 0.976 0.046
H 1.652 -2.363 1.923 0.099
H 1.651 -2.313 0.207 0.042
H -4.863 0.655 -0.447 0.069
H -3.786 -0.563 -1.391 0.070
H -4.603 -0.864 0.330 0.090

Number 1: strongest force on any atom 0.4 eV Å⁻¹. Number 2: strongest force on any atom 0.5 eV Å⁻¹. Number 3: strongest force on any atom 7.2 eV Å⁻¹. Number 4: strongest force on any atom 5.2 eV Å⁻¹.